1.
{
  "formula": "C36H47BBrF4N3OPS2Zr",
  "method": "ωB97M-V with the def2-TZVPD basis set",
  "total_energy_ha": -5822.85954,
  "e_above_lowest_kj_mol": 62.10,
  "charge": 1,
  "spin_multiplicity": 1,
  "symbols": ["Zr", "C", "S", "C", "S", "N", "N", "C", "C", "C", "C", "C", "C", "N", "H", "H", "H", "H", "H", "H", "H", "H", "Br", "C", "C", "C", "C", "C", "C", "C", "C", "C", "C", "H", "H", "H", "H", "H", "H", "O", "P", "C", "C", "C", "C", "C", "C", "C", "C", "C", "C", "C", "C", "C", "C", "C", "C", "C", "C", "H", "H", "H", "H", "H", "H", "H", "H", "H", "H", "H", "H", "H", "H", "H", "H", "H", "H", "H", "H", "H", "H", "H", "H", "H", "H", "H", "H", "H", "H", "H", "H", "H", "F", "B", "F", "F", "F"],
  "positions_angstrom": [[-0.334, 0.147, -0.552], [2.207, 1.745, -5.154], [1.264, 3.041, -4.332], [0.897, 2.336, -2.782], [1.606, 0.850, -2.272], [0.060, 3.028, -2.061], [-0.147, 2.446, -0.833], [-0.475, 3.245, 0.108], [-0.680, 2.696, 1.436], [-1.016, 3.504, 2.510], [-1.162, 2.923, 3.761], [-0.951, 1.564, 3.886], [-0.621, 0.827, 2.758], [-0.490, 1.365, 1.548], [2.438, 2.147, -6.140], [1.618, 0.838, -5.268], [3.136, 1.529, -4.633], [-0.576, 4.308, -0.081], [-1.160, 4.565, 2.359], [-1.430, 3.526, 4.618], [-1.045, 1.061, 4.838], [-0.463, -0.240, 2.830], [-1.345, -2.054, 1.016], [-3.135, -1.433, 1.273], [-3.972, -2.185, 2.040], [-5.303, -1.758, 2.200], [-5.732, -0.629, 1.565], [-4.860, 0.135, 0.752], [-5.344, 1.252, 0.033], [-4.509, 1.945, -0.789], [-3.146, 1.588, -0.876], [-2.587, 0.522, -0.200], [-3.494, -0.240, 0.609], [-3.632, -3.103, 2.500], [-5.979, -2.342, 2.809], [-6.761, -0.305, 1.661], [-6.391, 1.515, 0.127], [-4.877, 2.775, -1.378], [-2.542, 2.174, -1.560], [1.317, -0.575, 0.539], [2.796, -1.002, 0.663], [3.017, -1.611, 2.380], [4.260, -2.465, 2.695], [4.089, -3.945, 2.361], [2.836, -4.535, 3.003], [1.595, -3.725, 2.637], [1.776, -2.261, 3.006], [3.169, -2.099, -0.740], [4.662, -2.430, -0.949], [4.821, -3.598, -1.933], [3.721, -3.569, -2.988], [2.347, -3.824, -2.345], [2.304, -3.355, -0.883], [3.798, 0.509, 0.462], [3.104, 1.693, 1.165], [4.070, 2.869, 1.253], [5.248, 2.551, 2.188], [5.567, 1.050, 2.208], [5.295, 0.421, 0.847], [3.145, -0.647, 2.891], [4.422, -2.368, 3.774], [5.160, -2.068, 2.228], [4.975, -4.487, 2.698], [4.047, -4.082, 1.278], [2.957, -4.530, 4.092], [2.715, -5.579, 2.711], [0.715, -4.121, 3.150], [1.389, -3.819, 1.567], [1.911, -2.187, 4.090], [0.882, -1.685, 2.762], [2.869, -1.432, -1.561], [5.147, -2.685, -0.005], [5.171, -1.545, -1.338], [4.778, -4.548, -1.392], [5.811, -3.551, -2.388], [3.914, -4.308, -3.765], [3.730, -2.596, -3.491], [2.108, -4.888, -2.376], [1.568, -3.310, -2.911], [2.692, -4.134, -0.225], [1.271, -3.167, -0.585], [3.732, 0.707, -0.611], [2.765, 1.418, 2.171], [2.215, 1.963, 0.594], [3.545, 3.764, 1.590], [4.431, 3.093, 0.245], [5.024, 2.887, 3.203], [6.128, 3.110, 1.867], [4.970, 0.544, 2.972], [6.607, 0.887, 2.492], [5.667, -0.600, 0.807], [5.866, 0.961, 0.087], [-1.224, 0.096, -2.630], [-1.221, -1.365, -2.789], [-2.307, -1.879, -2.162], [-0.033, -1.619, -1.853], [-0.938, -1.764, -4.026]],
  "mulliken_charge": [-1.318, -0.749, -0.030, 0.400, -0.267, -1.955, 1.463, -0.877, 1.218, -0.985, -0.660, -1.125, -0.355, 1.254, 0.408, 0.254, 0.236, 0.446, 0.547, 0.461, 0.549, -0.091, -0.082, 1.154, -0.646, -0.793, -0.835, 0.776, -0.787, -1.347, -0.804, 1.876, -0.301, 0.487, 0.399, 0.414, 0.403, 0.486, 0.397, 2.056, -0.490, 0.864, -1.414, -0.047, -1.418, -0.267, 0.175, 1.489, -0.728, -0.877, -0.738, -0.613, -0.801, 0.270, 0.495, -1.120, -0.850, -0.745, -1.089, 0.377, 0.666, 0.269, 0.461, -0.190, 0.420, 0.483, 0.545, -0.055, 0.859, -1.304, -0.086, 0.035, 0.425, 0.299, 0.551, 0.525, 0.260, 0.508, -0.032, 0.818, -0.509, 0.413, 0.270, -0.809, 0.454, 0.374, 0.349, 0.352, 0.087, 0.579, 0.366, 0.588, -0.233, 0.093, -0.340, -0.364, -0.277]
}

2.
{
  "formula": "H3NO4P",
  "method": "ωB97M-V with the def2-TZVPD basis set",
  "total_energy_ha": -698.91611,
  "e_above_lowest_kj_mol": 129.07,
  "charge": -1,
  "spin_multiplicity": 1,
  "symbols": ["N", "P", "O", "O", "O", "O", "H", "H", "H"],
  "positions_angstrom": [[1.398, 0.012, 0.004], [-0.564, 0.663, 0.009], [-1.130, 0.487, -1.363], [-0.712, 1.877, 0.834], [-1.083, -0.660, 0.919], [-1.020, -1.765, 0.036], [1.720, 0.507, 0.840], [1.489, 0.378, -0.874], [-0.098, -1.499, -0.405]],
  "nbo_charge": [-1.207, 2.340, -1.147, -1.142, -0.569, -0.470, 0.372, 0.351, 0.472]
}

3.
{
  "formula": "C34H33MnN8O2S",
  "method": "ωB97M-V with the def2-TZVPD basis set",
  "total_energy_ha": -3452.32492,
  "s_squared": 3.835,
  "e_above_lowest_kj_mol": 0.00,
  "charge": 3,
  "spin_multiplicity": 4,
  "symbols": ["Mn", "C", "O", "C", "C", "C", "C", "C", "C", "N", "N", "C", "C", "O", "C", "C", "C", "C", "C", "C", "C", "C", "H", "H", "H", "H", "H", "H", "H", "H", "H", "H", "H", "H", "H", "N", "C", "C", "C", "C", "C", "C", "N", "C", "C", "C", "S", "C", "N", "H", "H", "H", "H", "H", "H", "H", "C", "C", "N", "C", "N", "C", "C", "C", "N", "C", "H", "H", "H", "H", "H", "H", "H", "H", "H", "H", "H", "H", "H"],
  "positions_angstrom": [[-0.008, 0.101, -0.887], [2.430, 0.779, -2.930], [1.953, 0.267, -1.661], [2.871, -0.322, -0.815], [4.237, -0.166, -0.932], [5.061, -0.838, -0.035], [4.536, -1.665, 0.957], [3.173, -1.838, 1.058], [2.331, -1.167, 0.168], [0.937, -1.294, 0.156], [0.463, -2.329, 0.723], [-0.879, -2.514, 0.847], [-1.874, -1.460, 0.608], [-1.555, -0.324, 0.124], [-3.223, -1.674, 0.996], [-3.601, -2.880, 1.485], [-2.675, -3.965, 1.668], [-3.107, -5.183, 2.166], [-2.197, -6.227, 2.362], [-0.851, -6.048, 2.066], [-0.400, -4.838, 1.573], [-1.302, -3.772, 1.360], [3.009, 0.008, -3.436], [3.029, 1.673, -2.768], [1.543, 1.022, -3.509], [4.673, 0.461, -1.696], [6.132, -0.711, -0.117], [5.202, -2.169, 1.644], [2.743, -2.473, 1.820], [-3.921, -0.861, 0.854], [-4.637, -3.050, 1.752], [-4.152, -5.326, 2.408], [-2.547, -7.174, 2.751], [-0.151, -6.857, 2.224], [0.648, -4.705, 1.346], [-2.590, 1.040, -3.889], [-3.061, 2.071, -3.077], [-4.098, 2.979, -3.260], [-4.341, 3.842, -2.214], [-3.587, 3.791, -1.027], [-2.555, 2.895, -0.858], [-2.281, 2.033, -1.920], [-1.331, 1.017, -2.072], [-1.587, 0.444, -3.238], [-0.872, -0.785, -3.552], [-0.783, -1.553, -4.667], [0.226, -2.896, -4.361], [0.478, -2.366, -2.778], [-0.148, -1.254, -2.472], [-2.975, 0.762, -4.778], [-4.688, 3.005, -4.166], [-5.137, 4.568, -2.300], [-3.837, 4.473, -0.225], [-2.002, 2.843, 0.070], [-1.243, -1.411, -5.632], [1.106, -2.906, -2.083], [1.617, 1.578, 4.136], [0.462, 0.681, 3.753], [0.264, 0.750, 2.302], [0.679, 1.741, 1.496], [0.465, 1.622, 0.166], [0.764, 2.807, -0.657], [2.042, 3.467, -0.186], [1.828, 3.906, 1.241], [1.289, 2.798, 2.039], [1.390, 2.933, 3.502], [2.562, 1.157, 3.786], [1.675, 1.673, 5.219], [-0.452, 0.998, 4.261], [0.654, -0.358, 4.018], [-0.359, 0.090, 1.879], [-0.067, 3.515, -0.629], [0.853, 2.496, -1.695], [2.290, 4.330, -0.804], [2.872, 2.756, -0.242], [1.131, 4.748, 1.283], [2.759, 4.226, 1.706], [0.481, 3.401, 3.889], [2.219, 3.609, 3.703]],
  "mulliken_charge": [-0.782, -1.401, 0.696, 0.734, -0.831, -0.816, -0.882, -1.125, 0.098, 2.593, -1.226, 0.576, -0.030, -0.235, -1.203, -1.039, 0.821, -0.777, -0.621, -0.868, -0.515, 1.000, 0.386, 0.414, 0.388, 0.568, 0.496, 0.494, 0.566, 0.662, 0.458, 0.483, 0.448, 0.460, 0.488, 0.001, 0.621, -1.195, -0.645, -1.084, -0.325, 0.438, 0.718, 0.253, -0.854, -0.305, -0.072, -0.376, 0.929, 0.265, 0.482, 0.436, 0.477, 0.453, 0.487, 0.363, -0.689, -0.621, 0.143, 0.080, 1.553, -1.224, -0.548, -0.760, 0.121, -0.623, 0.286, 0.400, 0.377, 0.364, -0.104, 0.573, 0.036, 0.413, 0.210, 0.285, 0.529, 0.249, 0.404]
}

4.
{
  "formula": "C33H46F3N8O3S3Ti",
  "method": "ωB97M-V with the def2-TZVPD basis set",
  "total_energy_ha": -4292.55277,
  "s_squared": 0.756,
  "e_above_lowest_kj_mol": 168.27,
  "spin_multiplicity": 2,
  "symbols": ["Ti", "C", "N", "C", "C", "N", "C", "C", "C", "C", "C", "C", "C", "S", "C", "C", "C", "C", "C", "C", "S", "H", "H", "H", "H", "H", "H", "H", "H", "H", "H", "H", "H", "H", "H", "H", "H", "H", "H", "C", "N", "C", "C", "N", "C", "C", "C", "C", "C", "C", "N", "C", "N", "C", "C", "N", "C", "C", "N", "C", "C", "H", "H", "H", "H", "H", "H", "H", "H", "H", "H", "H", "H", "H", "H", "H", "H", "H", "H", "H", "H", "H", "H", "H", "H", "H", "H", "H", "H", "F", "C", "F", "F", "S", "O", "O", "O"],
  "positions_angstrom": [[0.076, -0.505, 0.259], [0.022, -1.887, -2.557], [0.528, -2.171, -1.196], [-0.334, -3.226, -0.582], [-0.212, -3.335, 0.938], [-0.570, -2.063, 1.622], [-2.029, -2.019, 1.907], [0.056, -1.935, 2.946], [0.176, -3.035, 3.781], [0.660, -2.902, 5.073], [0.992, -1.642, 5.551], [0.866, -0.538, 4.727], [0.411, -0.663, 3.413], [0.360, 0.729, 2.353], [1.893, -2.678, -1.283], [2.363, -3.356, -2.403], [3.633, -3.913, -2.418], [4.429, -3.835, -1.283], [3.977, -3.152, -0.172], [2.725, -2.520, -0.171], [2.233, -1.514, 1.149], [-0.894, -1.322, -2.528], [0.769, -1.323, -3.109], [-0.192, -2.813, -3.100], [-1.361, -2.991, -0.838], [-0.090, -4.202, -1.014], [-0.869, -4.148, 1.267], [0.809, -3.593, 1.204], [-2.281, -2.742, 2.688], [-2.278, -1.017, 2.247], [-2.605, -2.243, 1.018], [-0.101, -4.021, 3.426], [0.759, -3.775, 5.704], [1.357, -1.524, 6.564], [1.132, 0.452, 5.074], [1.754, -3.465, -3.290], [3.986, -4.422, -3.305], [5.408, -4.299, -1.277], [4.594, -3.065, 0.714], [1.533, 3.735, -1.202], [2.540, 2.703, -1.337], [3.853, 3.175, -1.730], [2.426, 1.511, -0.661], [1.302, 0.832, -0.735], [0.412, 1.230, -1.758], [0.830, 1.381, -3.080], [-0.074, 1.700, -4.073], [-1.408, 1.894, -3.753], [-1.833, 1.778, -2.443], [-0.937, 1.435, -1.426], [-1.307, 1.193, -0.080], [-2.271, 1.831, 0.526], [-2.726, 1.342, 1.774], [-2.574, 2.310, 2.853], [-4.005, 0.637, 1.858], [-2.740, 3.052, 0.140], [-4.149, 3.390, 0.286], [-1.911, 4.051, -0.498], [3.500, 1.141, 0.120], [4.601, 0.383, -0.425], [3.860, 2.065, 1.178], [1.259, 4.153, -2.174], [1.906, 4.543, -0.562], [0.653, 3.306, -0.740], [3.725, 3.885, -2.549], [4.458, 2.349, -2.094], [4.389, 3.683, -0.922], [1.874, 1.228, -3.320], [0.263, 1.800, -5.097], [-2.127, 2.134, -4.525], [-2.875, 1.913, -2.208], [-3.330, 3.107, 2.836], [-1.578, 2.746, 2.815], [-2.670, 1.773, 3.798], [-4.226, 0.147, 0.923], [-4.827, 1.323, 2.098], [-3.962, -0.115, 2.649], [-4.768, 2.507, 0.143], [-4.409, 4.106, -0.492], [-4.372, 3.845, 1.255], [-0.882, 3.922, -0.174], [-2.245, 5.035, -0.166], [-1.945, 4.018, -1.591], [5.402, 1.032, -0.807], [4.256, -0.268, -1.227], [5.018, -0.242, 0.365], [4.625, 2.796, 0.880], [4.247, 1.477, 2.013], [2.966, 2.578, 1.529], [-3.631, -3.626, -1.200], [-4.447, -2.554, -1.178], [-4.892, -2.407, 0.081], [-5.491, -2.813, -1.958], [-3.495, -1.053, -1.708], [-3.187, -1.308, -3.087], [-4.414, 0.024, -1.436], [-2.343, -1.145, -0.804]],
  "mulliken_charge": [0.907, -1.512, 2.276, -0.910, -1.540, 1.948, -1.727, -0.660, -0.890, -1.012, -0.738, -1.020, 1.494, -0.553, -0.929, -0.428, -0.977, -0.706, -1.012, 1.026, -0.337, -0.187, 0.598, 0.472, 0.288, 0.630, 0.686, 0.720, 0.472, 0.269, 0.394, 0.404, 0.431, 0.393, 0.505, 0.401, 0.431, 0.414, 0.501, -0.888, 0.795, -1.068, -1.823, 0.956, -0.161, -0.142, -1.431, -0.846, -0.617, 0.299, 1.093, -1.950, 1.564, -1.191, -1.296, 0.795, -1.284, -1.084, 1.265, -1.240, -1.101, 0.361, 0.498, -0.298, 0.340, 0.320, 0.265, 0.571, 0.444, 0.461, 0.601, 0.246, 0.275, 0.378, 0.416, 0.365, 0.460, 0.371, 0.433, 0.295, 0.400, 0.561, 0.225, 0.357, 0.425, 0.282, 0.308, 0.340, 0.290, -0.237, 0.613, -0.235, -0.259, 1.214, -0.720, -0.663, -0.870]
}